Record 1
14
Properties=species:S:1:pos:R:3 method="wB97M-V/def2-TZVPD" max_force_ha_per_bohr=0.0130 e_homo_ev=-8.89
O 0.490 1.548 -2.205
C -0.520 -0.823 1.434
C -0.719 0.420 1.898
C 0.342 0.891 -0.970
C 0.179 -0.597 -0.992
C -0.131 -1.312 0.097
H -0.506 1.387 -0.495
H -0.640 1.327 1.311
H 1.232 0.993 -0.325
H -0.648 -1.623 2.162
H -0.991 0.569 2.940
H 0.534 -1.103 -1.890
H 1.220 1.150 -2.689
H -0.038 -2.394 0.026

Record 2
14
Properties=species:S:1:pos:R:3 method="wB97M-V/def2-TZVPD" max_force_ha_per_bohr=0.0148 smiles="CC1(C=O)CC1" e_homo_ev=-9.63
O -2.142 -0.755 -1.005
C 1.082 -0.615 -0.358
C 0.859 -0.277 1.095
C -0.224 0.015 0.116
C -1.238 -0.982 -0.238
C -0.486 1.455 -0.273
H -1.028 -2.010 0.140
H -0.918 1.490 -1.274
H 0.729 -1.143 1.746
H 1.335 0.569 1.589
H 1.187 -1.689 -0.535
H -1.196 1.923 0.419
H 1.569 -0.026 -1.124
H 0.435 2.053 -0.257

Record 3
14
Properties=species:S:1:pos:R:3 method="wB97M-V/def2-TZVPD" max_force_ha_per_bohr=0.0065 e_homo_ev=-8.55
O -0.150 -1.343 -0.454
C -0.066 1.500 0.223
C -0.101 -0.613 -1.658
C 1.072 0.560 0.613
C -0.998 0.525 0.920
C 0.051 -0.598 0.722
H -0.390 0.448 -1.526
H -2.019 0.403 0.545
H 1.945 0.484 -0.044
H 0.907 -0.625 -2.094
H 1.421 0.854 1.613
H 0.179 -1.338 1.518
H -0.806 -1.068 -2.358
H -1.045 0.811 1.980

Record 4
14
Properties=species:S:1:pos:R:3 method="wB97M-V/def2-TZVPD" max_force_ha_per_bohr=0.0065 smiles="C=C=C=CCO.[H][H]" e_homo_ev=-9.05
O -0.896 0.228 1.882
C 0.226 0.696 -0.620
C -1.081 -0.679 -2.345
C 0.449 0.622 1.837
C -0.484 0.156 -1.528
C 0.986 0.828 0.444
H -0.633 -0.964 -3.292
H 0.626 1.531 2.435
H 0.466 -2.043 -0.584
H -2.006 -1.161 -2.045
H 0.860 -1.726 -0.039
H -1.360 0.680 1.164
H 2.053 1.015 0.340
H 1.032 -0.186 2.299

Record 5
14
Properties=species:S:1:pos:R:3 method="wB97M-V/def2-TZVPD" max_force_ha_per_bohr=0.0078 e_homo_ev=-9.23
O -1.061 1.682 0.238
C -0.678 0.376 0.619
C 1.584 -0.121 -0.538
C 1.235 -1.232 0.408
C -1.243 -0.711 -0.305
C 0.833 0.189 0.707
H -1.097 0.254 1.622
H -0.683 -1.649 -0.141
H 2.658 0.059 -0.555
H 1.340 0.688 1.531
H -2.297 -0.917 -0.117
H -0.599 1.901 -0.582
H 1.127 -0.078 -1.527
H -1.118 -0.441 -1.360

Record 6
14
Properties=species:S:1:pos:R:3 method="wB97M-V/def2-TZVPD" max_force_ha_per_bohr=0.0132 smiles=CC#C[C@@H](C)O e_homo_ev=-9.69
O -1.131 1.270 0.517
C -1.161 0.276 -0.509
C 2.700 0.012 0.310
C -2.141 -0.790 -0.039
C 1.384 -0.173 -0.285
C 0.231 -0.191 -0.639
H -0.312 1.767 0.386
H 2.983 1.066 0.210
H -2.490 -1.434 -0.851
H -2.999 -0.273 0.396
H 3.475 -0.601 -0.153
H 2.649 -0.241 1.375
H -1.681 -1.414 0.733
H -1.506 0.726 -1.451

Record 7
14
Properties=species:S:1:pos:R:3 method="wB97M-V/def2-TZVPD" max_force_ha_per_bohr=0.0668 smiles=C1OC[C@H]2C[C@@H]12 e_homo_ev=-10.04
O -1.449 0.398 -0.404
C -0.790 0.865 0.724
C -0.949 -0.896 -0.434
C 0.671 0.515 0.524
C 0.555 -0.763 -0.316
C 1.257 0.448 -0.855
H -1.408 -1.463 -1.259
H -1.249 -1.216 0.808
H 1.314 0.622 1.391
H -1.101 1.895 0.951
H 2.344 0.356 -0.867
H 0.848 1.025 -1.678
H 1.105 -1.677 -0.121
H -1.149 -0.108 1.536

Record 8
14
Properties=species:S:1:pos:R:3 method="wB97M-V/def2-TZVPD" max_force_ha_per_bohr=0.0404 e_homo_ev=-7.61
O -1.479 1.752 0.329
C -1.069 -0.627 -0.466
C 1.437 -0.407 -0.534
C 0.766 0.542 0.354
C 0.261 -1.244 -0.188
C -0.718 0.578 0.419
H 1.636 -0.112 -1.557
H 0.302 -2.093 0.487
H 2.330 -0.799 -0.036
H -1.932 -1.186 -0.102
H -0.640 0.191 1.441
H 1.265 1.198 1.082
H -0.901 2.522 0.273
H -1.256 -0.314 -1.501

Calculated HOMO-LUMO gap, 9.7; 10.6; 8.5; 9.4; 8.8; 10.5; 11.2; 8.2 eV (same order as the records).
Calculated LUMO energy, 0.846; 0.960; -0.070; 0.338; -0.377; 0.859; 1.121; 0.605 eV (same order as the records).
Calculated relative energy (zero: lowest compared OMol25 entry of this formula, charge and spin), 182.7; 128.4; 499.5; 412.2; 464.7; 216.3; 308.8; 394.5 kJ/mol (same order as the records).